A 6-piece molecular cluster, C23H46BN7O2P overall, computed with wB97M-V/def2-TZVPD.

Atoms and positions in Å:
C1 -1.823 4.708 1.904
C2 -2.079 3.207 1.981
C3 -3.468 2.837 1.492
N1 -1.252 2.334 2.363
B1 0.017 2.659 3.209
P1 1.675 2.544 2.196
N2 2.855 3.531 2.456
O1 1.230 2.637 0.607
O2 2.268 1.007 2.298
H1 -2.012 5.036 0.877
H2 -2.504 5.276 2.544
H3 -0.800 4.947 2.172
H4 -4.190 3.510 1.961
H5 -3.709 1.807 1.745
H6 -3.573 2.963 0.409
H7 0.037 3.762 3.716
H8 0.120 1.784 4.056
H9 3.739 3.065 2.609
H10 0.433 2.110 0.480
H11 1.559 0.362 2.203
C4 -5.635 1.956 -4.249
C5 -4.371 2.297 -3.472
C6 -3.956 1.180 -2.509
C7 -4.978 0.910 -1.498
N3 -5.777 0.727 -0.691
H12 -6.483 1.822 -3.574
H13 -5.888 2.752 -4.950
H14 -5.508 1.032 -4.816
H15 -4.511 3.221 -2.907
H16 -3.541 2.467 -4.159
H17 -3.037 1.439 -1.979
H18 -3.773 0.249 -3.052
C8 -6.715 -4.784 -1.622
C9 -5.886 -3.983 -0.627
C10 -5.686 -2.523 -1.039
C11 -4.989 -2.409 -2.319
N4 -4.447 -2.339 -3.332
H19 -6.236 -4.810 -2.603
H20 -6.835 -5.814 -1.283
H21 -7.713 -4.357 -1.749
H22 -4.900 -4.427 -0.505
H23 -6.363 -3.998 0.354
H24 -5.105 -1.984 -0.289
H25 -6.636 -1.996 -1.146
C12 -1.530 -1.316 -1.758
C13 -0.402 -2.211 -1.267
C14 -0.835 -3.666 -1.050
C15 -1.920 -3.805 -0.079
N5 -2.813 -3.909 0.638
H26 -2.327 -1.248 -1.012
H27 -1.157 -0.306 -1.933
H28 -1.972 -1.685 -2.685
H29 0.018 -1.812 -0.344
H30 0.412 -2.223 -1.995
H31 0.008 -4.270 -0.711
H32 -1.201 -4.095 -1.987
C16 5.313 -0.526 2.148
C17 4.747 -1.323 3.312
C18 3.949 -2.555 2.861
C19 2.839 -2.172 1.992
N6 1.953 -1.866 1.329
H33 4.503 -0.130 1.532
H34 5.896 0.317 2.516
H35 5.972 -1.138 1.527
H36 4.091 -0.679 3.900
H37 5.547 -1.666 3.971
H38 3.539 -3.085 3.722
H39 4.582 -3.254 2.308
C20 7.202 1.027 -1.030
C21 8.496 1.741 -0.665
C22 9.563 0.787 -0.113
C23 9.109 0.110 1.102
N7 8.751 -0.391 2.072
H40 6.749 0.563 -0.153
H41 6.476 1.726 -1.443
H42 7.380 0.246 -1.773
H43 8.297 2.516 0.078
H44 8.915 2.240 -1.541
H45 10.483 1.323 0.127
H46 9.811 0.023 -0.853

Cartesian forces, eV/Å:
0.0 -0.1 0.1
0.3 0.2 -0.2
0.1 -0.1 -0.1
-0.1 0.0 0.3
-0.2 -0.1 -0.2
0.0 0.1 0.0
0.0 0.1 0.2
0.2 -0.1 -0.2
0.1 0.0 -0.1
0.0 0.0 0.0
0.0 0.0 0.1
0.0 0.0 0.0
-0.1 -0.1 0.0
0.0 0.0 0.0
0.0 0.1 0.0
0.0 0.0 0.0
0.1 0.1 0.0
0.1 0.0 -0.1
-0.3 0.1 0.1
-0.1 -0.1 0.0
0.0 0.0 0.0
0.0 0.0 0.0
0.1 0.0 0.0
-0.1 0.0 0.2
0.0 0.0 -0.2
0.0 0.0 0.0
0.0 0.0 0.0
0.0 0.0 0.0
0.0 0.0 0.0
0.0 0.0 0.0
0.0 0.0 0.0
0.0 0.0 0.0
0.0 0.0 0.0
0.0 -0.1 -0.1
-0.1 0.0 0.0
0.1 0.0 -0.2
-0.1 0.0 0.2
0.0 0.0 0.0
0.0 0.0 0.0
0.0 0.0 0.0
-0.1 -0.1 0.1
0.0 0.1 0.0
0.0 0.0 0.0
0.0 0.0 0.1
0.0 0.0 0.0
0.0 0.1 0.1
0.0 0.0 0.0
-0.2 0.0 0.0
0.2 0.0 0.0
0.0 0.0 0.0
0.0 0.0 0.0
0.0 0.0 0.0
0.0 -0.1 0.0
0.0 0.0 0.0
0.0 0.0 0.0
0.0 0.0 0.0
-0.1 0.0 -0.1
0.0 0.0 0.1
0.1 0.2 0.0
-0.3 -0.1 0.0
0.0 -0.1 0.0
0.0 0.0 0.0
0.0 0.0 0.0
0.0 0.0 0.0
0.0 0.0 0.0
0.0 0.0 0.0
0.0 0.0 0.0
0.0 0.0 0.0
0.0 0.0 0.0
0.0 0.0 0.0
-0.1 0.0 -0.1
0.0 0.0 0.2
0.1 0.0 -0.2
0.0 0.0 0.0
0.0 0.0 0.0
0.0 0.0 0.0
0.0 0.0 0.0
0.0 0.0 0.0
0.0 0.0 0.0
0.0 0.0 0.0

The HOMO energy is -0.1524 Eh. The value obtained for the molar mass is 494.45 g/mol. The total charge is -1. The orbital gap comes out at 6.39 eV.

C32H33N7O8PSTi as an isolated structure in a non-equilibrium geometry, computed with wB97M-V/def2-TZVPD.

Atoms and positions in Å:
Ti1 -0.712 -0.306 -0.047
O1 -1.777 1.086 0.859
N1 -1.471 1.554 2.057
C1 -2.497 2.027 2.795
C2 -2.299 2.594 4.022
C3 -0.985 2.676 4.506
C4 0.042 2.189 3.749
C5 -0.170 1.586 2.481
S1 1.052 0.970 1.487
H1 -3.459 1.915 2.320
H2 -3.146 2.954 4.586
H3 -0.786 3.110 5.478
H4 1.067 2.237 4.089
O2 -4.156 -2.229 -4.756
C6 -3.501 -1.848 -3.792
C7 -3.156 -2.535 -2.583
O3 -3.588 -3.808 -2.214
C8 -2.382 -1.664 -1.830
C9 -2.210 -0.370 -2.434
O4 -1.534 0.526 -1.720
C10 -2.863 -0.365 -3.686
O5 -3.016 0.503 -4.554
O6 -1.834 -1.828 -0.652
C11 3.212 2.208 -3.053
P1 2.343 2.452 -1.443
C12 0.777 3.248 -1.937
C13 -0.086 3.636 -0.910
C14 -1.362 4.090 -1.190
C15 -1.801 4.165 -2.505
C16 -0.951 3.792 -3.534
C17 0.329 3.334 -3.251
C18 3.336 3.946 -0.876
C19 2.831 5.235 -0.714
C20 3.520 6.196 0.019
C21 4.738 5.894 0.607
C22 5.263 4.614 0.454
C23 4.559 3.658 -0.258
H5 3.206 3.104 -3.676
H6 2.749 1.377 -3.587
H7 4.245 1.943 -2.826
H8 0.254 3.571 0.119
H9 -2.027 4.358 -0.378
H10 -2.811 4.484 -2.727
H11 -1.296 3.822 -4.559
H12 0.961 3.008 -4.066
H13 1.884 5.496 -1.170
H14 3.097 7.188 0.131
H15 5.263 6.635 1.198
H16 6.211 4.359 0.914
H17 4.953 2.648 -0.327
C24 2.514 -2.111 2.083
N2 1.762 -3.228 1.559
C25 1.704 -4.425 2.374
C26 0.395 -5.148 2.144
C27 0.226 -5.404 0.662
N3 0.419 -4.182 -0.090
C28 -0.178 -4.145 -1.418
C29 1.006 -3.067 0.430
O7 0.950 -1.984 -0.165
H18 2.002 -1.638 2.926
H19 2.632 -1.363 1.307
H20 3.499 -2.465 2.402
H21 1.796 -4.129 3.422
H22 2.554 -5.084 2.139
H23 -0.432 -4.520 2.482
H24 0.378 -6.090 2.697
H25 -0.784 -5.770 0.454
H26 0.934 -6.173 0.318
H27 -1.262 -4.250 -1.375
H28 0.242 -4.966 -2.012
H29 0.056 -3.199 -1.893
N4 -3.926 -5.049 1.933
C30 -3.515 -3.762 1.561
N5 -4.213 -3.152 0.671
N6 -2.407 -3.376 2.269
C31 -1.755 -2.294 2.030
N7 -1.007 -1.391 1.949
H30 -4.529 -5.464 1.240
H31 -3.169 -5.636 2.241
H32 -3.870 -3.743 -1.287
H33 -3.847 -2.215 0.523
O8 1.070 -0.322 -2.548
C32 0.737 0.306 -1.642

Cartesian forces, eV/Å:
0.6 -0.3 -0.9
-0.4 1.0 0.8
-0.1 0.0 -0.1
-0.1 0.0 0.0
0.1 0.0 0.1
-0.2 0.0 0.1
0.1 -0.2 -0.3
0.0 0.2 0.3
-0.1 0.3 0.1
0.0 0.0 0.0
0.0 0.0 0.0
0.0 0.0 0.0
0.0 0.0 0.0
0.0 0.1 -0.1
0.0 -0.1 0.3
-0.2 0.1 -0.4
0.2 -0.2 0.1
-0.2 0.3 -0.2
-0.3 -0.5 -0.6
0.5 -0.5 1.2
0.1 0.1 0.3
0.0 -0.1 -0.1
-0.1 -0.1 -0.2
-0.1 0.0 -0.1
0.8 0.9 0.0
-0.1 -0.1 0.0
0.1 0.0 0.0
0.0 0.1 0.0
0.1 0.0 0.0
0.0 0.0 0.0
0.0 0.0 0.0
-0.3 -0.3 0.6
0.0 0.1 -0.2
0.0 0.0 -0.1
0.0 -0.1 0.0
0.0 0.1 -0.1
0.1 0.0 -0.2
0.0 0.0 0.0
0.0 0.0 0.0
0.0 0.0 0.0
-0.1 -0.1 0.0
0.0 0.0 0.0
0.0 0.0 0.0
0.0 -0.1 0.0
0.0 0.0 0.0
0.0 0.0 0.1
0.0 0.0 0.0
0.0 0.0 0.0
0.0 0.0 0.0
0.0 0.0 0.1
-0.1 0.0 0.0
-0.1 0.1 0.1
0.0 0.0 -0.1
0.0 0.0 0.0
0.1 0.0 0.0
-0.2 0.2 0.1
0.0 0.0 0.0
0.0 -0.5 -0.3
0.2 0.5 0.1
0.0 0.0 0.0
0.0 0.0 0.0
0.0 0.0 0.0
0.0 0.0 0.0
0.0 0.0 0.1
0.0 -0.1 0.1
0.0 0.0 0.0
0.0 0.0 0.0
0.0 0.0 0.0
0.0 0.0 0.0
0.0 0.0 0.0
0.0 0.0 0.0
0.0 0.0 0.1
-0.2 0.1 -0.2
0.0 0.0 0.2
0.1 0.1 0.0
0.1 -0.3 0.3
-0.4 0.0 0.0
0.0 0.0 0.0
0.0 0.0 0.0
-0.2 0.0 0.0
0.1 0.0 -0.1
0.1 0.4 -0.2
0.0 -0.9 -0.5

The value obtained for the relative energy (zero: lowest compared OMol25 entry of this formula, charge and spin) is 42.1 kcal/mol. The HOMO energy (spin up / spin down) is 0.0378 / 0.0255 Eh. As for the spin multiplicity: 2. The value obtained for the molar mass is 754.57 g/mol. The total charge is -2. The orbital gap (spin up / spin down) comes out at 3.00 / 3.34 eV.

C3H6DyO3 as an isolated structure in a non-equilibrium geometry, computed with wB97M-V/def2-TZVPD.

Atoms and positions in Å:
H1 -1.358 -1.261 -0.026
O1 0.267 -0.778 2.465
C1 0.039 -0.847 1.258
O2 -1.189 -1.280 0.959
Dy1 -1.800 -1.859 3.529
O3 0.714 -0.502 0.230
C2 0.584 0.861 -0.301
C3 0.410 0.748 -1.790
H2 1.496 1.399 -0.022
H3 -0.285 1.311 0.193
H4 0.946 -0.123 -2.185
H5 0.828 1.653 -2.250
H6 -0.651 0.678 -2.061

Cartesian forces, eV/Å:
-0.3 -0.5 0.9
0.4 -0.2 -1.8
-2.7 -0.4 4.6
-0.3 -0.2 -1.8
0.2 -0.1 0.4
2.4 2.1 -2.2
-2.9 -2.3 -0.6
2.9 0.8 -0.1
1.2 0.7 0.1
0.3 0.6 0.6
-0.3 -0.1 -0.4
-0.2 -0.1 -0.1
-0.9 -0.2 0.3

The value obtained for the relative energy (zero: lowest compared OMol25 entry of this formula, charge and spin) is 0.0 kcal/mol. The HOMO energy (spin up / spin down) is -0.9472 / -0.8164 Eh. As for the spin multiplicity: 6. The value obtained for the molar mass is 252.58 g/mol. The total charge is +3. The orbital gap (spin up / spin down) comes out at 12.37 / 3.48 eV.

no.,electronic energy (eV)
1,-49090.6463
2,-103771.3550
3,-33397.7633